Entry 1:
Here is C24H43ClIrNO3PSi3 as an isolated structure from the Open Molecules 2025 dataset. Energies are from wB97M-V/def2-TZVPD.

XYZ file:
```
77
C24H43ClIrNO3PSi3 wB97M-V/def2-TZVPD
Ir -0.0845 -0.2660 -0.2152
Cl -0.8625 -3.3762 -3.8234
P -2.3651 -0.4643 0.2098
Si 3.0408 -1.5611 -0.5726
Si 2.2033 0.0148 2.0155
Si 2.5703 1.4281 -0.7283
O -2.9691 0.4714 1.3623
O -2.6947 -1.9370 0.6760
O -3.4407 -0.2240 -0.9357
N -0.0798 1.9714 -0.1637
C 1.5940 1.6802 2.6614
C 2.0223 -0.1245 0.1318
C 4.8731 -1.1427 -0.6528
C -4.0197 -2.5038 0.6366
C -0.7425 -5.1968 0.3001
C -0.7860 -4.0256 -2.2149
C 0.0638 4.7430 -0.1535
C 3.9821 -0.1539 2.5826
C -1.1346 4.1007 0.1156
C 2.5939 -2.0138 -2.3559
C 1.1007 2.5855 -0.4169
C -0.3202 -1.7758 -1.2838
C -3.3238 0.8329 -1.8999
C 2.6764 1.3026 -2.5934
C -0.9550 -5.9725 -0.8366
C 1.2227 -1.2716 2.9813
C 1.1797 3.9746 -0.4230
C 2.8949 -3.1187 0.4732
C -0.5482 -3.2089 -1.0892
C -0.5429 -3.8419 0.1653
C -1.1657 2.7228 0.0951
C 4.0959 2.3119 -0.1020
C -0.9799 -5.3910 -2.0915
C -2.3647 0.4915 2.6668
H 5.0882 -0.3251 -1.3438
H 2.4012 -3.0859 -2.4409
H -3.9072 0.5332 -2.7647
H 0.0420 -1.6135 0.5235
H 5.3111 -0.8975 0.3124
H -4.7363 -1.8400 1.1193
H 1.7623 0.8858 -3.0203
H -0.7263 -5.6517 1.2805
H 3.5120 0.6857 -2.9254
H 5.3965 -2.0239 -1.0367
H 3.6533 -3.1425 1.2589
H 2.1315 4.4469 -0.6288
H 0.1566 -1.2396 2.7450
H 1.7512 1.7079 3.7430
H 4.0169 -0.0061 3.6656
H -3.7284 1.7554 -1.4861
H -0.3744 -1.5449 -2.3529
H 4.3877 -1.1461 2.3808
H 1.9233 -3.2263 0.9497
H 4.9772 1.6741 -0.1684
H 0.5293 1.8428 2.4840
H -1.1505 -5.9840 -2.9786
H 0.1242 5.8235 -0.1463
H -0.3811 -3.2540 1.0598
H -4.3097 -2.6778 -0.3962
H -2.0806 2.1994 0.3138
H 1.5821 -2.2906 2.8260
H 2.1253 2.5334 2.2356
H 3.4482 -1.7933 -2.9993
H -2.5113 -0.4685 3.1615
H 3.0495 -3.9993 -0.1556
H -1.2982 0.7072 2.5950
H 3.9931 2.6310 0.9361
H -2.0363 4.6517 0.3423
H 4.6439 0.5842 2.1282
H -2.2802 0.9740 -2.1883
H 1.7408 -1.4879 -2.7832
H -3.9597 -3.4443 1.1756
H 2.8175 2.3009 -3.0157
H 4.2967 3.1985 -0.7091
H 1.3259 -1.0554 4.0484
H -2.8645 1.2748 3.2282
H -1.1029 -7.0407 -0.7452
```

Output
ΔE to the lowest compared entry with this formula, charge and spin ... 0.0 kJ/mol
Gap between HOMO and LUMO ... 0.27620 Ha
Net charge ... +1
Lowest unoccupied orbital energy ... -0.142 Eh
HOMO ... -11.378 eV

---

Entry 2:
Here is a 5-piece molecular cluster, C24H43ClN7 overall from the Open Molecules 2025 dataset. Energies are from wB97M-V/def2-TZVPD.

XYZ file:
```
75
C24H43ClN7 wB97M-V/def2-TZVPD
Cl -4.0199 -0.1282 0.6255
N 3.1275 -1.5359 -3.6747
N -0.1870 -1.0107 -1.8661
N -0.0727 1.4075 -1.9522
N -1.5133 3.0138 -2.1372
N 0.5580 -2.1922 1.1509
N 2.2534 -5.0563 2.1016
N -5.3136 4.8602 -1.0310
C -1.3694 0.3482 0.8722
C 3.9755 -0.7892 -3.4725
C -5.8259 4.5672 -0.0460
C -2.7627 3.7932 -2.1518
C 0.2336 -2.4932 4.6055
C -2.4846 0.8469 -1.3664
C 0.0255 -2.4715 2.1293
C 1.5633 -3.2306 4.5718
C 5.0674 0.1481 -3.2175
C -0.2887 3.5436 -2.4405
C -2.6048 0.8465 0.1633
C -0.6143 -2.8652 3.3819
C 0.6137 2.5338 -2.3182
C -1.3791 1.7195 -1.8200
C -6.4747 4.1831 1.2050
C 4.5888 0.3896 -0.7275
C 3.7549 -4.8658 -0.0196
C 5.6140 0.0150 -1.7924
C -4.3144 3.6076 2.4227
C -5.5835 4.4534 2.4218
C 0.6555 0.1318 -1.7389
C 2.9038 -4.9960 1.1586
C 3.1820 -3.8286 -0.9937
C 1.8369 -4.2385 -1.5783
H 3.0801 -2.8671 -0.4848
H -3.4166 1.2078 -1.7892
H 1.6714 2.6062 -2.4768
H -0.4718 -1.1704 -2.8209
H -0.1006 4.5636 -2.7079
H 6.4858 0.6635 -1.6989
H -3.6812 3.8454 1.5636
H 3.8944 -3.6838 -1.8073
H -2.3596 -0.1613 -1.7360
H -3.5402 3.2312 -1.6633
H -2.6143 4.6925 -1.5700
H -1.0904 -0.6474 0.5749
H -1.6007 -2.3986 3.4374
H 2.1638 -3.0156 5.4566
H 3.7270 -0.2815 -0.7533
H 5.8609 -0.0399 -3.9420
H 1.4121 -4.3058 4.5202
H -2.7962 1.8652 0.4943
H 4.2329 1.4130 -0.8717
H -4.5527 2.5418 2.3899
H 0.4037 -1.4146 4.6400
H 5.9592 -1.0062 -1.6247
H 1.4575 0.1255 -2.4806
H 0.2258 -1.8341 -1.4515
H -6.7360 3.1244 1.1573
H 5.0286 0.3253 0.2670
H -0.5347 1.0334 0.7423
H 4.7133 1.1655 -3.3931
H -6.1612 4.2381 3.3209
H 1.4960 -3.4914 -2.2948
H 2.1418 -2.9335 3.6990
H 4.7526 -4.5621 0.3017
H -0.3253 -2.7528 5.5055
H -3.0293 4.0167 -3.1753
H 1.0779 -4.3316 -0.7986
H -7.4102 4.7372 1.2930
H -5.3206 5.5114 2.4597
H -3.7314 3.7938 3.3238
H -0.7718 -3.9445 3.3580
H 1.1286 0.1640 -0.7632
H 1.9105 -5.1942 -2.0999
H -1.5841 0.3017 1.9371
H 3.8599 -5.8378 -0.5037
```

Output
Gap between HOMO and LUMO ... 0.39188 Ha
Net charge ... +1
Lowest unoccupied orbital energy ... -0.072 Eh
HOMO ... -12.631 eV

---

Entry 3:
Here is C24H43ClP2Y as an isolated structure from the Open Molecules 2025 dataset. Energies are from wB97M-V/def2-TZVPD.

XYZ file:
```
71
C24H43ClP2Y wB97M-V/def2-TZVPD
Y 0.1518 0.1686 2.4274
Cl 1.2844 3.0480 3.9271
P 1.9378 -0.5395 -4.9804
P -0.3400 1.2400 -4.2014
C -1.8441 1.1467 1.1957
C 0.0361 -2.3041 3.3531
C 0.4870 -1.4354 4.3911
C -0.4202 3.0855 -4.2183
C 3.6126 -0.0650 -5.5966
C -1.7164 0.9367 -5.3962
C 1.9443 1.7030 3.0596
C -1.2084 -0.4930 -0.7155
C 0.8413 -3.3592 2.6843
C 1.3345 1.1544 -0.2404
C -0.6106 -0.5800 4.7553
C -1.3434 -2.0178 3.0975
C -0.0286 -0.9829 0.0864
C -2.3078 0.2388 0.0856
C -0.5558 0.5567 5.7076
C 1.8784 -1.3446 4.9062
C -2.2396 -2.7757 2.1918
C 1.0789 1.0625 -5.3908
C 1.4288 -1.5084 -6.4691
C 1.1404 -0.2773 0.2375
C -3.1087 -0.3910 4.0720
C -0.7843 2.0116 1.1181
C -1.7371 -0.9471 3.9588
C 0.1617 2.1641 -0.0607
H 4.0246 0.6986 -4.9254
H -2.9141 0.7974 -0.6496
H 4.2516 -0.9562 -5.5576
H 1.6062 -0.9433 -7.3933
H 2.0264 -2.4294 -6.4786
H -0.0420 -2.0646 0.2833
H -3.6637 -0.4801 3.1289
H 1.5715 1.1540 -1.3175
H 0.6326 3.1553 0.0455
H 1.7929 1.8873 -5.2289
H 0.7214 1.0683 -6.4363
H -1.6190 1.5795 -6.2815
H -1.3368 3.3990 -3.7018
H -3.6887 -0.9252 4.8421
H -1.7241 -0.1191 -5.6953
H 0.4491 3.4796 -3.6763
H -1.6867 -1.3742 -1.1714
H 0.3294 1.1857 5.5409
H 2.2300 1.5501 0.2633
H -2.5962 1.2956 1.9850
H -0.5134 0.1981 6.7454
H -0.4096 2.2004 -1.0006
H 2.4592 2.1307 2.1880
H 2.6940 1.2201 3.6989
H 3.5708 0.3215 -6.6230
H 2.0592 -0.7951 0.5777
H -0.6632 2.7881 1.8958
H 1.9792 -1.8580 5.8743
H -2.5952 -3.7099 2.6650
H -1.4427 1.1935 5.6117
H 0.8060 -4.3006 3.2535
H 2.5905 -1.8190 4.2171
H -1.7327 -3.0617 1.2568
H -3.0861 0.6687 4.3560
H 0.4694 -3.5727 1.6747
H -2.9917 -0.5066 0.5236
H 2.1925 -0.3015 5.0603
H -2.6564 1.1658 -4.8768
H -3.1297 -2.1927 1.9184
H -0.4216 3.4687 -5.2479
H 0.3684 -1.7754 -6.3836
H -0.8781 0.1442 -1.5510
H 1.8941 -3.0607 2.6045
```

Output
ΔE to the lowest compared entry with this formula, charge and spin ... 103.5 kJ/mol
Gap between HOMO and LUMO ... 0.25128 Ha
Net charge ... +1
Lowest unoccupied orbital energy ... -0.144 Eh
HOMO ... -10.744 eV

---

Entry 4:
Here is C24H43CoGeN3O3P2 as an isolated structure from the Open Molecules 2025 dataset. Energies are from wB97M-V/def2-TZVPD.

XYZ file:
```
77
C24H43CoGeN3O3P2 wB97M-V/def2-TZVPD
Ge 1.0624 -2.1833 -0.2711
Co -0.1074 0.4843 0.7701
P -2.2086 1.3767 0.5936
P 0.1171 1.9478 -1.3618
O -0.6414 -1.3220 0.6576
O 0.5017 -1.5264 -1.8542
O 1.6535 -0.3879 0.5094
N 1.7566 3.7779 2.5110
N 4.0689 4.6307 2.5967
N 0.4431 1.9235 1.6984
C 0.2594 3.7802 -1.4800
C 0.3069 -2.3007 -3.0447
C 2.9928 -0.1557 0.9706
C -1.6552 -1.2710 2.8618
C -3.0827 1.5173 -3.9238
C -2.7232 -2.5041 0.9187
C -2.2032 3.1682 0.9729
C -1.8183 1.8048 -3.4322
C -1.4131 -2.0929 1.5917
C 1.6362 -2.4562 -3.7841
C -3.8290 1.0082 -1.6983
C -3.7950 0.9619 1.4002
C 2.9986 4.2003 2.5553
C -1.5404 1.6721 -2.0780
C -0.7096 -1.5639 -3.9142
C 3.0044 0.0031 2.4913
C 3.8678 -1.3617 0.6140
C 1.3406 1.4767 -2.6242
C -2.5695 1.3187 -1.1957
C -0.2459 -3.6856 -2.6940
C -0.6596 -3.3636 2.0019
C -4.0809 1.0928 -3.0596
C 3.5574 1.0747 0.2605
C 1.1451 2.7994 2.0827
H -1.0020 -2.1861 -4.7605
H 2.3287 -3.0569 -3.1901
H 2.9412 1.9557 0.4433
H -3.2403 -1.6384 0.5030
H 3.8236 -1.5715 -0.4589
H -0.4444 -4.2622 -3.5964
H -3.7028 1.1349 2.4721
H -2.5149 -3.1939 0.0998
H -0.2956 -0.6319 -4.2980
H -2.0762 -1.8925 3.6504
H -5.0606 0.8377 -3.4399
H 1.1718 4.1164 -0.9846
H 0.4720 -4.2366 -2.0819
H -2.3395 -0.4467 2.6771
H -3.2906 1.6219 -4.9803
H -4.6278 0.6993 -1.0374
H -1.5969 -1.3362 -3.3204
H 3.5876 0.8896 -0.8149
H -4.1057 -0.0677 1.2401
H 1.4799 -2.9548 -4.7412
H -1.0488 2.1282 -4.1216
H 2.3595 0.8177 2.8115
H 4.5688 1.2900 0.6041
H 0.3123 4.0459 -2.5356
H -2.4199 3.2897 2.0349
H 3.5489 -2.2480 1.1647
H 2.6434 -0.9173 2.9551
H 0.3252 -3.1183 2.4048
H 2.0974 -1.4866 -3.9763
H -0.5367 -4.0405 1.1554
H -0.5963 4.2830 -1.0378
H 1.0575 1.8593 -3.6034
H 2.2993 1.9100 -2.3375
H 4.0150 0.1987 2.8484
H -2.9739 3.6688 0.3882
H -4.5540 1.6397 1.0112
H -0.7027 -0.8652 3.2154
H -3.3772 -3.0056 1.6327
H -1.2301 -3.8861 2.7684
H -1.2347 3.6163 0.7792
H -1.1761 -3.5805 -2.1299
H 1.4246 0.3955 -2.6359
H 4.9042 -1.1526 0.8751
```

Output
Spin multiplicity ... 3
ΔE to the lowest compared entry with this formula, charge and spin ... 56.9 kJ/mol
Gap between HOMO and LUMO (alpha / beta) ... 0.23292 / 0.24958 Ha
Net charge ... +1
Lowest unoccupied orbital energy (alpha / beta) ... -0.186 / -0.169 Eh
HOMO (alpha / beta) ... -11.392 / -11.398 eV

---

Entry 5:
Here is C24H43N2OP3STc as an isolated structure from the Open Molecules 2025 dataset. Energies are from wB97M-V/def2-TZVPD.

XYZ file:
```
75
C24H43N2OP3STc wB97M-V/def2-TZVPD
Tc -0.0261 0.1831 -0.1419
S -4.3238 -0.1786 2.4409
P 1.7904 0.8299 1.1794
P 1.3808 -0.4162 -1.8301
P -0.9727 1.9124 -1.4719
O -2.3445 0.4145 -6.5469
N -2.0271 0.4674 1.2865
N -3.4545 -1.0355 0.0871
C -2.3095 1.3155 -2.5716
C -2.9163 3.0178 4.5170
C 1.5898 1.0518 2.9958
C -3.6354 -1.3384 -7.6523
C -2.5251 -0.8947 -6.9006
C -3.0169 -3.6286 -7.1235
C -1.3987 2.4546 2.6928
C -1.8674 -3.1767 -6.4541
C -1.7868 3.3074 3.7287
C -3.1275 -0.2584 1.1524
C -1.8622 3.2582 -0.6125
C -2.1722 1.3330 2.3902
C 2.4003 2.4784 0.6666
C -3.3428 1.0929 3.1453
C 2.2851 -2.0263 -1.7120
C 0.2782 -1.6862 0.8961
C -0.5738 -1.8926 -0.2598
C 0.1379 2.9001 -2.5456
C 0.5088 -0.6905 -3.4344
C 3.2951 -0.2346 1.2519
C -3.6855 1.8673 4.2518
C 2.8131 0.6419 -2.3197
C -1.5962 -1.8064 -6.3764
C -3.8838 -2.7085 -7.7389
H -2.6738 2.1562 -3.1801
H -3.1447 0.9389 -1.9670
H -0.4325 3.7431 -2.9603
H -2.3044 3.9262 -1.3649
H -0.1835 -1.7205 1.8934
H -3.0561 -0.8493 -0.8305
H 3.2581 0.2229 -3.2336
H -0.5224 2.6508 2.0737
H 0.1045 0.2391 -3.8526
H 2.9704 -2.0378 -0.8563
H 1.2800 -2.1376 0.8803
H -1.1786 -3.8821 -5.9881
H 3.5838 0.6491 -1.5388
H 3.0168 -1.2111 1.6702
H -2.6612 2.8507 0.0182
H 3.7616 -0.3781 0.2721
H 2.4983 1.6708 -2.5249
H 1.0069 0.2164 3.4086
H 1.5764 3.2041 0.7002
H -1.6228 -2.1058 -0.0419
H 1.2104 -1.1203 -4.1642
H 1.5939 -2.8707 -1.6236
H 2.8034 2.4438 -0.3524
H -4.2919 -0.6043 -8.1241
H 2.5834 1.0570 3.4652
H -1.9610 0.5203 -3.2378
H -3.1982 3.6762 5.3383
H -4.3590 -1.4865 0.1276
H -1.1668 3.8322 0.0138
H -0.2231 -2.5512 -1.0683
H -1.2141 4.2140 3.9198
H -4.5468 1.5795 4.8529
H 2.8752 -2.1536 -2.6310
H 3.1917 2.7980 1.3587
H 1.0714 1.9893 3.2283
H -0.3160 -1.4034 -3.2944
H -0.7069 -1.4151 -5.8861
H 0.5419 2.3056 -3.3716
H 4.0152 0.2471 1.9301
H 0.9663 3.3033 -1.9481
H -3.0479 0.9527 -6.9692
H -4.7587 -3.0693 -8.2866
H -3.2358 -4.6989 -7.1752
```

Output
Spin multiplicity ... 4
Gap between HOMO and LUMO (alpha / beta) ... 0.16887 / 0.11777 Ha
Net charge ... +4
Lowest unoccupied orbital energy (alpha / beta) ... -0.502 / -0.552 Eh
HOMO (alpha / beta) ... -18.246 / -18.213 eV

---

Entry 6:
Here is C24H43N2P3S2Y as an isolated structure from the Open Molecules 2025 dataset. Energies are from wB97M-V/def2-TZVPD.

XYZ file:
```
75
C24H43N2P3S2Y wB97M-V/def2-TZVPD
Y 1.0940 0.1881 1.1778
S 0.7479 3.7902 -2.1195
S 2.7388 -3.7204 3.5214
P 2.1513 -1.1323 -1.3287
P -0.6772 2.3891 2.0286
P -1.5544 -0.1112 -0.6759
N 1.5422 -1.7726 2.3098
N 3.9025 -1.7640 2.0772
C 2.5350 1.9296 1.2927
C 2.5184 1.2862 2.5248
C 0.9828 -3.6604 3.5925
C 3.8928 3.2854 -4.9123
C -1.9943 1.8152 3.1897
C 1.7063 -0.7080 -3.0569
C 2.1645 4.7484 -3.8795
C -0.8376 -2.3043 2.6441
C 0.0748 -4.5827 4.1154
C 2.7436 -2.3155 2.5296
C 1.6606 -2.9119 -1.2855
C 4.2025 2.5863 -3.6838
C 3.2999 2.7605 -2.6125
C 3.9897 -1.3276 -1.4577
C -3.1927 0.0523 0.1460
C -1.7800 3.3615 0.9183
C 2.7771 4.0986 -5.0737
C 0.5186 -2.5271 2.9098
C -1.7503 -3.2771 3.1015
C -1.8146 -1.7483 -1.4815
C -1.3032 -4.3639 3.8831
C 2.2824 3.7429 -2.7260
C -1.9230 0.9363 -2.1400
C -0.0627 3.7666 3.0612
H -1.0635 0.9287 -2.8213
H 0.6541 -0.9373 -3.2556
H 3.2499 2.0349 -1.7771
H -2.5346 0.9419 2.7819
H -1.2294 3.7289 0.0440
H 3.8835 -1.0696 1.3316
H 3.2240 0.4522 2.6834
H 0.8090 4.2360 2.5896
H 0.4323 -5.4838 4.6246
H 5.0508 1.8767 -3.6052
H -2.6363 2.7725 0.5705
H -2.8186 0.5574 -2.6593
H 1.8476 0.3604 -3.2370
H -2.6994 2.6553 3.3541
H 4.5880 3.1343 -5.7608
H 2.3164 4.3461 -6.0358
H 2.3536 -1.2442 -3.7601
H -2.7989 -3.2131 2.8146
H 1.1403 -3.1915 -2.2199
H 4.2923 -1.4493 -2.5137
H -1.6518 -2.5571 -0.7591
H 2.5983 5.7547 -3.6381
H -2.0568 -5.0660 4.2982
H -1.1783 -1.4111 2.0832
H 0.9760 -3.0814 -0.4374
H 1.0349 4.9176 -3.8481
H -2.8449 -1.8083 -1.8623
H 2.5538 -3.5482 -1.1567
H -2.0919 1.9726 -1.8231
H 0.2096 3.3955 4.0573
H 4.7686 -2.1845 2.3914
H 2.1779 1.7649 3.4654
H 4.3352 -2.1970 -0.8664
H 2.2773 2.9921 1.2143
H -3.9878 -0.2338 -0.5576
H 4.4856 -0.4228 -1.0649
H -2.1564 4.2237 1.4889
H -1.5187 1.5452 4.1509
H -1.1164 -1.8918 -2.3146
H -3.2483 -0.5888 1.0334
H -0.8739 4.5012 3.1673
H -3.3723 1.0830 0.4654
H 3.2604 1.5738 0.5605
```

Output
Gap between HOMO and LUMO (alpha / beta) ... 0.20788 / 0.14260 Ha
Net charge ... +3
Lowest unoccupied orbital energy (alpha / beta) ... -0.379 / -0.420 Eh
HOMO (alpha / beta) ... -15.968 / -15.308 eV